ORCA calculation (wB97M-V/def2-TZVPD) on a molecular structure, F4IMnN2O8S4 at a distorted geometry.

Results
- energy above the lowest of the compared OMol25 structures with the same formula, charge and spin (kcal per mole) = 0.0
- frontier orbital gap (spin up / spin down) (eV) = 8.180 / 7.761
- molar mass (Da) = 542.11
- multiplicity = 6
- charge = -1
- largest force on an atom (Eh/bohr) = 0.124
- HOMO energy (spin up / spin down) (eV) = -6.3 / -6.4

Each line ends with the Löwdin charge.
Geometry (Å):
Mn (-0.986, -0.615, -0.279)  0.6100
N (-0.639, 1.048, -1.434)  -0.4059
S (-1.113, 1.815, -2.784)  0.4697
O (-0.195, 1.771, -3.866)  -0.2515
O (-1.886, 2.975, -2.556)  -0.2309
F (-2.163, 0.678, -3.192)  -0.2040
S (0.485, 2.178, -0.887)  0.5019
O (-0.091, 3.202, -0.106)  -0.2267
O (1.545, 2.465, -1.783)  -0.2355
F (1.139, 1.223, 0.190)  -0.1868
N (0.349, -1.401, 1.006)  -0.4153
S (1.603, -2.528, 1.062)  0.5166
O (1.190, -3.735, 1.690)  -0.2440
O (2.874, -2.008, 1.362)  -0.2199
F (1.629, -2.904, -0.470)  -0.1658
S (0.101, -1.253, 2.561)  0.4375
O (1.164, -0.837, 3.391)  -0.2273
O (-0.938, -2.026, 3.117)  -0.2392
F (-0.525, 0.250, 2.342)  -0.2668
I (-3.544, -0.297, 0.637)  -0.0159